No. 1
Computed, not measured: a molecular structure, C11H36NO10S2, with ωB97M-V with the def2-TZVPD basis set.

Summary:
Net charge ... -1
LUMO energy ... 2.139 eV
Frontier orbital gap ... 0.269 Ha

Element x y z (Å)
1 H 0.800 -4.046 -4.201
2 C 1.524 0.360 -1.161
3 C -4.442 2.150 1.446
4 C 4.397 3.958 5.925
5 N 1.118 -2.211 -1.229
6 H -3.225 -5.793 -5.992
7 H 5.018 4.734 6.381
8 H -2.834 1.462 -5.202
9 H -2.424 -5.681 -4.413
10 H -0.266 -0.312 -2.165
11 H -1.544 2.677 -5.380
12 O 3.463 -1.332 -0.800
13 H 2.114 1.067 -1.746
14 C -0.512 -0.092 0.969
15 H 3.562 1.994 3.699
16 H 0.274 -0.827 0.797
17 H 3.168 0.322 3.218
18 H -4.378 1.871 -0.485
19 H -0.986 2.427 4.239
20 H -5.497 2.434 1.518
21 C 3.219 1.021 4.055
22 C 0.285 -3.420 -3.477
23 H -3.827 3.055 1.465
24 H -0.756 -3.721 -3.398
25 S 2.280 -1.201 -1.624
26 H -1.675 -6.626 -5.706
27 C -0.934 0.621 -0.328
28 C -1.919 1.861 -4.753
29 O 2.339 -4.268 -2.123
30 C -2.256 -5.726 -5.487
31 O 2.501 -1.116 -3.060
32 H 3.527 3.772 6.559
33 H 0.364 -2.377 -3.770
34 O -1.066 1.501 3.989
35 H -1.359 -0.631 1.396
36 H 1.315 1.448 4.086
37 H -0.200 0.622 1.731
38 H -2.166 2.268 -3.773
39 S 1.050 -3.662 -1.871
40 H 1.742 0.533 -0.109
41 O 4.020 4.296 4.599
42 H 4.978 3.041 5.862
43 H -1.376 -4.560 -6.784
44 H -0.056 1.407 -2.131
45 C 0.041 0.507 -1.520
46 O -1.554 -4.546 -5.839
47 H -0.698 0.474 -5.386
48 H -1.164 1.669 -0.121
49 H -1.882 0.183 -0.641
50 H 3.931 0.638 4.785
51 O -4.179 1.358 0.302
52 H -0.135 0.837 5.725
53 H -1.179 -0.321 4.884
54 O 0.108 -4.441 -1.093
55 O -0.945 0.860 -4.541
56 H -1.908 0.988 5.836
57 H 3.497 5.102 4.624
58 H -4.182 1.545 2.313
59 C -1.073 0.719 5.182
60 O 1.964 1.128 4.724

No. 2
Computed, not measured: a molecular structure, C11H39ClGaO7, with ωB97M-V with the def2-TZVPD basis set.

Summary:
Net charge ... -1
LUMO energy ... 2.417 eV
Frontier orbital gap ... 0.255 Ha

Element x y z (Å)
1 C 2.974 3.295 4.986
2 H 3.122 3.976 4.143
3 O 0.472 2.573 -3.142
4 C -0.351 2.095 -4.187
5 C -1.148 -1.731 -1.499
6 H -0.954 -2.122 0.605
7 H 7.794 -1.668 1.412
8 H -0.114 5.228 2.873
9 H -3.574 2.446 -0.333
10 H 3.087 1.098 0.491
11 O -0.271 3.226 2.638
12 H -1.241 1.579 -3.811
13 H -1.732 -2.098 -2.356
14 Cl 1.082 -0.067 -1.236
15 H 5.164 2.269 -1.026
16 C 4.387 1.517 -0.895
17 H 7.404 -0.928 -0.146
18 C -1.637 2.186 -0.215
19 H 3.673 1.604 -1.717
20 H 8.025 0.072 1.186
21 C -5.398 -6.619 -2.482
22 C 7.381 -0.778 0.939
23 H -1.335 3.203 0.048
24 H 0.749 1.806 -2.622
25 H -0.676 2.959 -4.766
26 H 4.848 0.524 -0.956
27 H -3.604 -4.086 -1.399
28 H -0.667 -3.536 -0.413
29 C -1.301 -2.647 -0.296
30 H 0.930 -2.348 -1.749
31 H -3.877 -0.755 -0.807
32 O -2.971 1.896 0.172
33 H 0.183 1.415 -4.860
34 H -0.728 2.478 3.035
35 C -0.593 4.391 3.381
36 H -4.295 -0.967 0.887
37 H 5.682 0.167 1.034
38 O 3.798 1.738 0.374
39 H 0.339 -1.323 -3.081
40 H -5.365 -1.601 -0.365
41 C 0.274 -1.520 -2.011
42 H -6.082 -6.724 -3.333
43 O -6.045 -6.140 -1.323
44 O 1.706 2.669 4.950
45 H -1.564 -0.744 -1.270
46 O 6.067 -0.620 1.433
47 H -4.897 -7.579 -2.315
48 C -4.313 -1.459 -0.091
49 H -1.466 2.024 -1.283
50 H -0.212 4.336 4.403
51 H 3.015 3.874 5.908
52 H -6.720 -6.759 -1.036
53 H -1.000 1.496 0.334
54 H -4.640 -5.875 -2.723
55 Ga -3.273 -3.198 -0.072
56 H 3.795 2.571 4.999
57 H 1.617 2.206 4.112
58 H -1.671 4.572 3.402
59 H -3.478 -4.029 1.302